The following is a DFT calculation (ωB97M-V/def2-TZVPD) of a molecular structure, C36H27ClN5O8Y.

```
78
Properties=species:S:1:pos:R:3:forces:R:3:lowdin_charge:R:1
Y 0.0306 -0.1755 0.2313 0.519 -0.237 -0.237 1.549
Cl -1.7614 -2.1802 7.3242 -0.020 -0.011 0.031 0.644
O 1.7066 1.2686 0.0286 0.075 0.196 0.031 -0.156
O 2.3267 -1.4696 -0.1171 -0.032 0.270 0.068 -0.189
O -1.3433 -1.2051 -1.1758 -0.259 -0.191 -0.091 -0.193
O 3.8398 1.5213 -0.6123 0.096 0.035 0.011 0.061
O 3.5446 -5.8606 -1.9514 -0.153 0.066 -0.021 -0.090
O 2.5978 -0.8533 -3.6296 0.025 -0.080 0.048 0.157
O 0.5494 -0.1495 2.3478 0.107 -0.213 0.255 -0.184
O 1.0307 -0.1914 -2.1817 0.020 0.002 0.022 0.071
N -2.0677 0.0915 1.4121 -0.210 0.028 0.091 0.034
N -1.7236 -7.4106 -0.9860 0.268 -0.261 0.136 0.068
N -0.2072 -2.6202 0.7666 -0.090 0.004 -0.007 0.062
N -1.2964 1.6857 -0.6002 -0.109 0.057 -0.026 0.039
N -2.6350 -6.6022 -0.7815 -0.303 0.299 -0.145 0.075
C 0.2879 -1.4652 5.6926 0.005 0.011 -0.010 -0.096
C -2.3436 -0.2236 2.6288 0.091 0.028 -0.104 -0.044
C -2.3662 -5.1870 -0.7653 -0.105 -0.163 0.078 -0.262
C 2.9323 0.9054 -0.0808 0.081 0.054 -0.101 -0.641
C -1.1126 -3.2515 -0.0284 -0.063 -0.020 0.013 -0.131
C 1.2666 -5.6934 -2.4283 0.082 -0.053 0.050 0.005
C -3.0600 2.8878 -2.3705 0.012 -0.031 0.040 0.005
C -1.4237 -4.6153 0.1256 -0.007 0.146 -0.051 -0.112
C -0.8581 2.4953 -1.5326 -0.095 0.062 -0.038 -0.088
C 0.8297 -0.9800 4.5290 -0.076 -0.032 -0.002 -0.011
C -5.3371 0.8082 -0.2837 0.062 0.034 -0.020 -0.061
C 3.2071 -0.4959 0.4938 0.160 -0.050 0.050 -0.082
C 0.1176 -4.6559 1.9692 0.009 0.151 -0.055 -0.019
C 2.6848 -1.7725 -1.4449 -0.026 -0.170 -0.067 -0.080
C 4.5995 -6.4041 -1.1867 0.063 -0.058 0.038 -0.085
C 0.3919 -3.2992 1.7149 -0.002 -0.084 0.023 -0.105
C -4.4084 0.2546 0.6245 0.050 0.047 -0.070 -0.003
C -3.0802 0.5830 0.5535 -0.016 -0.056 0.064 -0.196
C -4.9338 1.6786 -1.2548 0.060 -0.031 0.043 -0.028
C -1.3958 -0.6855 3.6137 -0.027 0.054 -0.034 -0.128
C 2.2831 -6.2996 -1.6839 0.013 0.065 -0.091 -0.281
C 0.0156 -0.5915 3.4381 -0.173 0.086 -0.009 -0.368
C 0.6368 -7.6412 -0.5769 -0.057 0.046 -0.057 -0.033
C -1.9277 -1.1596 4.8243 0.185 -0.057 0.135 -0.066
C -1.0982 -1.5632 5.8389 -0.123 0.025 -0.068 -0.677
C -1.7371 -2.4346 -1.0428 -0.083 -0.003 0.018 -0.350
C 1.9694 -7.2918 -0.7639 0.017 0.042 -0.029 -0.013
C -3.5621 2.0117 -1.3785 -0.057 0.036 -0.009 -0.143
C -0.7852 -5.3064 1.1786 -0.004 0.002 0.034 0.004
C -2.7479 -3.0248 -1.7916 0.114 0.013 0.080 -0.002
C -2.6332 1.4465 -0.4894 -0.104 0.041 0.032 -0.160
C -0.3736 -6.9830 -1.2566 -0.118 -0.200 0.030 -0.289
C -1.7219 3.1413 -2.4432 0.056 -0.036 0.078 -0.027
C 2.0182 -0.8374 -2.4329 -0.011 -0.064 0.043 -0.463
C -0.0521 -6.0295 -2.2171 0.121 0.110 -0.110 -0.018
C -3.0611 -4.3833 -1.6316 0.094 -0.045 0.038 -0.038
H 5.4993 -5.8811 -1.5004 -0.005 -0.026 0.024 0.093
H -0.8262 -5.5369 -2.7902 0.013 -0.041 0.023 0.121
H 2.7359 -7.8032 -0.1995 0.002 0.017 -0.021 0.104
H -3.2699 -2.4211 -2.5208 -0.026 0.021 -0.023 0.111
H 1.1146 -2.7598 2.3144 0.012 0.000 0.021 0.108
H 0.9276 -1.7655 6.5110 0.022 -0.014 0.025 0.106
H -3.3711 -0.1173 2.9912 0.042 0.009 -0.024 0.130
H 4.4353 -6.2429 -0.1174 0.030 -0.002 -0.012 0.095
H 3.7696 -1.7624 -1.5889 -0.100 0.027 0.020 0.151
H 4.7172 -7.4740 -1.3795 0.009 0.010 0.023 0.096
H 0.6152 -5.1558 2.7863 0.027 -0.034 0.035 0.109
H -6.3785 0.5294 -0.2010 -0.020 0.001 -0.007 0.107
H -4.7555 -0.4539 1.3641 0.005 -0.021 0.022 0.113
H -1.3098 3.8064 -3.1880 -0.001 0.010 -0.005 0.108
H -3.0005 -1.2126 4.9522 -0.057 -0.004 0.012 0.112
H 2.3160 -2.7823 -1.6671 0.061 0.090 0.022 0.145
H 2.0877 -0.2683 -4.2083 -0.023 0.050 -0.074 0.142
H -3.8227 -4.8365 -2.2545 -0.011 -0.021 -0.009 0.115
H 1.9016 -0.8842 4.4188 0.023 0.009 -0.024 0.118
H -1.0255 -6.3442 1.3614 -0.018 -0.038 0.012 0.116
H 2.9539 -0.5118 1.5555 0.065 0.010 -0.071 0.120
H 4.2464 -0.7925 0.3319 -0.092 0.039 0.016 0.131
H -5.6443 2.1085 -1.9477 -0.031 0.015 -0.022 0.113
H -3.7525 3.3476 -3.0644 -0.012 0.008 -0.022 0.120
H 1.5365 -4.9579 -3.1733 0.040 0.029 -0.044 0.119
H 0.3751 -8.4242 0.1232 -0.026 -0.005 0.008 0.117
H 0.2173 2.6336 -1.5676 0.009 -0.003 -0.032 0.117
```
Positions in Å, forces in eV/Å.

Results
total charge = 0
E_HOMO = -7.34 eV
Kohn-Sham gap = 6.677 eV
relative energy (zero: lowest compared OMol25 entry of this formula, charge and spin) = 6.2 kcal/mol
lowest unoccupied orbital energy = -0.663 eV